No. 1
The following is a quantum chemistry calculation of one molecule with the formula C4H12N2O, from the Open Molecules 2025 dataset.

Each line ends with the natural charge from an NBO analysis.
CARTESIAN COORDINATES (ANGSTROEM)
1 N 0.275 0.880 -1.490  -0.840
2 C 0.264 0.808 -0.025  -0.086
3 C -0.548 1.903 0.644  -0.076
4 O 0.225 3.120 0.666  -0.734
5 C -0.157 -0.580 0.478  -0.209
6 N 0.672 -1.620 -0.090  -0.644
7 C 0.067 -2.914 -0.285  -0.406
8 H -0.671 1.041 -1.812  0.351
9 H 0.865 1.669 -1.724  0.371
10 H 1.302 0.890 0.319  0.196
11 H -0.776 1.615 1.662  0.172
12 H -1.392 2.130 -0.002  0.170
13 H 0.405 3.347 1.578  0.470
14 H -0.010 -0.582 1.546  0.177
15 H -1.234 -0.700 0.318  0.157
16 H 1.146 -1.263 -0.907  0.381
17 H 0.180 -3.336 -1.274  0.198
18 H 0.390 -3.585 0.518  0.181
19 H -1.003 -2.823 -0.120  0.172

multiplicity	1
energy	-9369.459	eV
ΔE to the lowest compared entry with this formula, charge and spin	167.4	kJ/mol
E_HOMO	-8.372	eV
SMILES	CNC[C@@H](N)CO

***

No. 2
The following is a quantum chemistry calculation of C5H8O3Yb as an isolated structure, from the Open Molecules 2025 dataset.

Each line ends with the natural charge from an NBO analysis.
CARTESIAN COORDINATES (ANGSTROEM)
1 H -1.395 -0.216 1.591  0.186
2 O 0.123 -1.091 0.263  -0.387
3 C -0.601 0.110 0.685  0.635
4 O 0.020 1.193 0.696  -0.873
5 Yb 2.286 1.354 0.367  2.356
6 O -1.753 0.084 -0.263  -0.420
7 C -2.865 -0.151 0.364  0.555
8 C 1.386 -0.973 0.063  0.282
9 C 2.044 -2.236 -0.278  -0.770
10 H 1.388 -3.113 -0.243  0.327
11 H 2.487 -2.110 -1.281  0.323
12 H 2.900 -2.358 0.404  0.313
13 C -3.958 -0.782 -0.380  -0.751
14 H -3.126 0.562 1.161  0.252
15 H -3.674 -1.032 -1.407  0.293
16 H -4.811 -0.087 -0.365  0.337
17 H -4.284 -1.672 0.181  0.342

multiplicity	2
energy	-42949.571	eV
charge	+3
E_HOMO (alpha / beta)	-22.983 / -22.971	eV
⟨S²⟩	0.7598

***

No. 3
The following is a quantum chemistry calculation of a 8-piece molecular cluster, C11H43FN2O12P3 overall, from the Open Molecules 2025 dataset.

Each line ends with the Mulliken charge.
CARTESIAN COORDINATES (ANGSTROEM)
1 N 5.922 0.056 -1.321  -0.480
2 P 5.034 1.501 -1.110  0.067
3 O 4.696 2.100 -2.577  -0.464
4 P 3.009 0.831 -0.489  0.913
5 F 3.191 -0.458 0.371  -0.127
6 C 2.032 0.409 -2.034  -0.738
7 O 1.165 1.402 -2.429  -0.454
8 C -0.020 1.450 -1.657  -0.163
9 O -1.125 1.367 -2.481  -0.460
10 C -2.250 2.054 -1.970  -0.465
11 C -3.074 1.251 -0.981  -0.304
12 O -2.318 0.670 0.067  -0.472
13 P 2.282 2.496 0.837  0.009
14 N 2.094 3.785 -0.255  -0.381
15 O 0.789 2.181 1.365  -0.297
16 H 6.898 0.335 -1.383  0.304
17 H 5.865 -0.455 -0.439  0.238
18 H 5.291 2.836 -2.776  0.384
19 H 2.762 0.278 -2.827  0.580
20 H 1.561 -0.567 -1.904  0.505
21 H -0.042 2.387 -1.099  0.176
22 H -0.043 0.639 -0.924  0.291
23 H -2.895 2.263 -2.817  0.389
24 H -2.003 3.030 -1.551  0.311
25 H -3.764 1.951 -0.520  0.322
26 H -3.611 0.463 -1.497  0.219
27 H -2.268 -0.284 -0.088  0.272
28 H 1.232 4.267 0.000  0.249
29 H 2.831 4.438 0.013  0.378
30 H 0.704 1.274 1.715  0.253
31 C 2.140 7.138 -1.566  -0.565
32 O 3.119 6.494 -0.743  -0.512
33 H 1.527 7.765 -0.926  0.239
34 H 2.625 7.762 -2.318  0.293
35 H 1.506 6.397 -2.060  0.242
36 H 3.661 5.949 -1.323  0.284
37 C 0.076 1.879 4.477  -0.558
38 O 0.048 0.556 3.932  -0.496
39 H -0.340 2.548 3.730  0.179
40 H -0.525 1.942 5.385  0.354
41 H 1.105 2.178 4.695  0.276
42 H 0.412 -0.039 4.594  0.240
43 C -4.625 -2.471 0.370  -0.606
44 O -3.962 -1.934 -0.782  -0.457
45 H -4.112 -2.103 1.257  0.306
46 H -5.665 -2.139 0.394  0.269
47 H -4.591 -3.553 0.358  0.271
48 H -4.428 -2.267 -1.560  0.250
49 C 3.457 -1.143 4.299  -0.150
50 O 3.987 -0.595 3.095  -0.420
51 H 4.082 -0.811 5.123  0.253
52 H 2.437 -0.792 4.461  -0.158
53 H 3.465 -2.234 4.264  0.282
54 H 3.431 -0.890 2.370  0.222
55 C 4.942 -3.968 0.057  -0.594
56 O 5.423 -2.632 -0.111  -0.480
57 H 5.796 -4.637 0.013  0.231
58 H 4.450 -4.081 1.026  0.239
59 H 4.244 -4.227 -0.741  0.275
60 H 4.655 -2.057 -0.066  0.262
61 C -5.924 -5.760 2.356  -0.553
62 O -5.902 -5.190 1.048  -0.455
63 H -5.969 -4.945 3.074  0.216
64 H -6.801 -6.397 2.484  0.251
65 H -5.019 -6.345 2.537  0.271
66 H -5.862 -5.916 0.417  0.267
67 C -6.418 -2.684 -3.905  -0.557
68 O -5.505 -3.340 -3.022  -0.504
69 H -7.093 -2.084 -3.302  0.228
70 H -5.882 -2.033 -4.599  0.270
71 H -6.998 -3.418 -4.468  0.273
72 H -4.910 -3.872 -3.560  0.273

multiplicity	1
energy	-70229.172	eV
charge	+1
E_HOMO	-11.533	eV

***

No. 4
The following is a quantum chemistry calculation of CH24CuLiO15 as an isolated structure, from the Open Molecules 2025 dataset.

Each line ends with the natural charge from an NBO analysis.
CARTESIAN COORDINATES (ANGSTROEM)
1 Cu 1.148 -0.681 -1.391  0.855
2 Li -2.307 -0.273 0.005  0.915
3 C -0.046 0.234 0.024  0.951
4 O -0.585 -0.796 -0.768  -0.988
5 O 1.214 0.392 -0.026  -0.859
6 O -0.682 0.514 1.148  -0.864
7 O 1.353 0.604 2.824  -0.997
8 H 0.660 0.706 2.093  0.470
9 H 2.127 0.272 2.351  0.479
10 O -2.303 1.254 3.138  -0.960
11 H -1.640 0.856 2.529  0.488
12 H -2.239 0.721 3.947  0.461
13 O 3.025 0.091 -2.026  -0.970
14 H 3.622 0.279 -2.706  0.479
15 H 3.097 0.840 -1.439  0.500
16 O 0.825 -1.202 -3.136  -0.977
17 H 0.775 -2.102 -3.331  0.488
18 H -0.098 -0.891 -3.236  0.513
19 O -1.681 -0.425 -3.582  -0.933
20 H -1.874 0.153 -4.259  0.476
21 H -2.122 -0.064 -2.830  0.491
22 O -2.400 -1.760 1.319  -0.989
23 H -2.760 -2.543 0.914  0.473
24 H -1.557 -1.960 1.686  0.519
25 O 0.174 -2.110 2.414  -0.952
26 H 0.235 -1.199 2.154  0.481
27 H 0.236 -1.972 3.378  0.485
28 O 2.465 2.476 -0.270  -0.991
29 H 2.473 2.969 0.550  0.475
30 H 1.897 1.731 -0.138  0.475
31 O 3.323 -0.446 1.378  -0.972
32 H 3.973 -0.827 0.766  0.488
33 H 2.594 -0.138 0.846  0.482
34 O -0.589 3.298 1.044  -0.950
35 H 0.171 3.718 1.338  0.463
36 H -0.459 2.378 1.036  0.474
37 O -2.473 1.334 -1.249  -0.996
38 H -1.664 1.732 -1.655  0.512
39 H -3.195 2.000 -1.358  0.511
40 O -1.391 -3.322 -1.340  -0.953
41 H -1.076 -2.435 -1.169  0.495
42 H -2.253 -3.417 -0.975  0.449

multiplicity	1
energy	-76984.593	eV
E_HOMO	-6.795	eV

***

No. 5
The following is a quantum chemistry calculation of C5H6LiMgO2 as an isolated structure, from the Open Molecules 2025 dataset.

Each line ends with the natural charge from an NBO analysis.
CARTESIAN COORDINATES (ANGSTROEM)
1 C 0.213 -0.162 0.728  -0.059
2 C 1.593 -0.030 0.446  -0.302
3 H 2.135 -0.820 -0.083  0.236
4 H 2.140 0.674 1.082  0.235
5 O -0.794 -0.142 2.852  -1.037
6 C -0.693 0.321 1.618  0.160
7 Mg -1.017 0.479 4.560  1.829
8 H -1.508 0.963 1.247  0.185
9 C 0.313 0.596 -0.964  -0.773
10 C -0.150 -0.614 -1.724  0.483
11 O -1.224 -0.747 -2.291  -0.747
12 Li -2.214 -2.007 -3.214  0.988
13 H -0.113 1.301 -1.718  0.313
14 H 0.700 1.584 -0.662  0.340
15 H 0.621 -1.396 -1.877  0.148

multiplicity	2
energy	-15003.593	eV
charge	+2
E_HOMO (alpha / beta)	-13.144 / -14.792	eV
⟨S²⟩	0.7624

***

No. 6
The following is a quantum chemistry calculation of one molecule with the formula C3H5NO2, from the Open Molecules 2025 dataset.

Each line ends with the natural charge from an NBO analysis.
CARTESIAN COORDINATES (ANGSTROEM)
1 C -2.169 -0.131 0.843  0.524
2 C 0.410 0.421 -0.397  0.105
3 C 1.863 0.590 -0.200  -0.688
4 N -1.439 -0.916 -0.088  -0.361
5 O -3.334 -0.350 1.024  -0.507
6 O -0.084 -0.802 -0.170  -0.320
7 H -0.288 1.240 -0.467  0.178
8 H 2.422 -0.075 -0.861  0.224
9 H 2.156 0.318 0.820  0.221
10 H 2.147 1.615 -0.398  0.232
11 H -1.682 -1.909 -0.104  0.393

multiplicity	1
energy	-8771.996	eV
ΔE to the lowest compared entry with this formula, charge and spin	549.8	kJ/mol
E_HOMO (alpha / beta)	-7.199 / -8.995	eV

***

No. 7
The following is a quantum chemistry calculation of NO7S2 as an isolated structure, from the Open Molecules 2025 dataset.

Each line ends with the natural charge from an NBO analysis.
CARTESIAN COORDINATES (ANGSTROEM)
1 N 0.355 -1.903 -0.146  0.211
2 O 2.248 0.004 -1.095  -0.929
3 O -2.531 1.071 -0.479  -0.967
4 O -1.582 -1.035 -0.490  -0.944
5 O 1.815 1.594 0.800  -0.905
6 O 0.656 -1.206 0.743  -0.238
7 O -1.045 0.520 1.382  -0.979
8 O -0.014 0.921 -0.767  -0.894
9 S 1.377 0.438 0.001  2.110
10 S -1.387 0.334 -0.005  2.535

multiplicity	1
energy	-37490.169	eV
ΔE to the lowest compared entry with this formula, charge and spin	186.1	kJ/mol
charge	-1
E_HOMO (alpha / beta)	-5.379 / -5.378	eV

***

No. 8
The following is a quantum chemistry calculation of one molecule with the formula ClHNO2P, from the Open Molecules 2025 dataset.

Each line ends with the natural charge from an NBO analysis.
CARTESIAN COORDINATES (ANGSTROEM)
1 N -1.243 -1.270 0.144  0.250
2 O -1.666 -0.287 0.872  -0.387
3 O -1.598 -2.417 0.218  -0.338
4 P 0.071 -1.136 -1.044  0.714
5 Cl 1.341 -1.714 0.303  -0.220
6 H 0.150 0.429 -0.841  -0.019

multiplicity	1
energy	-27409.063	eV
ΔE to the lowest compared entry with this formula, charge and spin	130.4	kJ/mol
E_HOMO	-10.466	eV
SMILES	O=[N+]([O-])PCl

***

No. 9
The following is a quantum chemistry calculation of an isolated ion of composition C3H8NO2 and charge +1, from the Open Molecules 2025 dataset.

Each line ends with the natural charge from an NBO analysis.
CARTESIAN COORDINATES (ANGSTROEM)
1 C 1.476 0.467 -0.742  -0.113
2 C 0.497 0.049 0.249  0.319
3 C -0.675 0.814 0.555  -0.140
4 N 0.284 -1.428 0.341  -0.699
5 O 1.751 0.304 0.704  -0.418
6 O -1.892 0.468 -0.242  -0.720
7 H 2.035 -0.042 -1.440  0.218
8 H 1.434 1.440 -1.149  0.224
9 H -0.487 1.909 0.402  0.230
10 H -1.007 0.767 1.557  0.209
11 H 0.364 -1.725 1.328  0.453
12 H 1.043 -1.776 -0.226  0.457
13 H -0.714 -1.762 0.067  0.479
14 H -2.549 1.140 0.051  0.500

multiplicity	1
energy	-8816.678	eV
ΔE to the lowest compared entry with this formula, charge and spin	315.9	kJ/mol
charge	+1
E_HOMO	-15.257	eV
SMILES	[NH3+][C@]1(CO)CO1

***

No. 10
The following is a quantum chemistry calculation of C22H27GeHfN3O3S as an isolated structure, from the Open Molecules 2025 dataset.

Each line ends with the Löwdin spin population.
CARTESIAN COORDINATES (ANGSTROEM)
1 Hf -0.450 -0.396 0.004  0.016
2 C 0.076 -1.685 -4.082  0.000
3 C 0.352 -0.483 -3.219  0.000
4 C 0.957 0.699 -3.928  0.000
5 O -0.880 -0.063 -2.445  0.000
6 C 0.950 -0.805 -1.845  0.000
7 O 0.534 -1.841 -1.246  0.000
8 O 1.234 0.197 -1.087  0.000
9 H -0.458 -1.373 -4.978  0.000
10 H -0.505 -2.440 -3.557  0.000
11 H 1.019 -2.126 -4.404  0.000
12 H 0.262 1.054 -4.689  0.000
13 H 1.867 0.387 -4.440  0.000
14 H 1.187 1.515 -3.249  0.000
15 H -1.669 0.176 -2.972  0.000
16 N 1.496 -1.165 1.248  0.000
17 N 1.472 -1.169 2.656  0.000
18 C 0.415 -0.652 3.291  0.000
19 N 0.385 -0.603 4.601  0.000
20 S -0.949 -0.028 2.396  0.002
21 H 1.686 -2.112 0.912  0.000
22 H 2.249 -0.559 0.911  0.000
23 H 2.290 -1.513 3.147  0.000
24 H 1.141 -0.941 5.182  0.000
25 H -0.433 -0.246 5.075  0.000
26 C -0.465 2.559 -0.129  0.001
27 Ge -2.252 1.602 -0.171  0.013
28 C -3.081 1.952 -1.902  0.003
29 C -2.970 3.202 -2.506  0.000
30 C -3.531 3.439 -3.754  0.001
31 C -4.211 2.429 -4.418  0.000
32 C -4.337 1.177 -3.829  0.000
33 C -3.776 0.944 -2.581  0.001
34 C -3.346 2.418 1.271  0.157
35 C -2.712 3.261 2.197  0.047
36 C -3.412 3.990 3.141  0.089
37 C -4.803 3.892 3.206  0.146
38 C -5.485 3.043 2.328  0.004
39 C -6.891 2.934 2.395  0.188
40 C -7.589 2.085 1.536  0.064
41 C -6.890 1.342 0.604  0.068
42 C -5.496 1.441 0.516  0.178
43 C -4.759 2.288 1.358  0.000
44 H -0.761 3.603 -0.003  0.000
45 H 0.054 2.475 -1.082  0.000
46 H 0.232 2.344 0.689  0.000
47 H -2.446 4.013 -2.015  0.000
48 H -3.438 4.416 -4.208  0.000
49 H -4.650 2.617 -5.389  0.000
50 H -4.879 0.391 -4.337  0.000
51 H -3.907 -0.040 -2.132  0.000
52 H -1.635 3.373 2.166  0.000
53 H -2.891 4.650 3.821  0.002
54 H -5.354 4.471 3.936  0.004
55 H -7.433 3.523 3.125  0.006
56 H -8.666 2.019 1.605  0.000
57 H -7.412 0.678 -0.070  0.001
58 H -4.992 0.841 -0.231  0.008

multiplicity	2
energy	-102497.233	eV
charge	+3
E_HOMO (alpha / beta)	-16.566 / -16.706	eV
⟨S²⟩	0.7769

***

No. 11
The following is a quantum chemistry calculation of one molecule with the formula C19H28N2O4S, from the Open Molecules 2025 dataset.

Each line ends with the natural charge from an NBO analysis.
CARTESIAN COORDINATES (ANGSTROEM)
1 C 1.595 0.817 -3.062  -0.221
2 H 0.883 1.242 -3.725  0.191
3 O 1.104 0.376 -1.998  -0.529
4 C 1.863 -0.435 -1.175  0.372
5 C 1.974 -1.957 -1.447  -0.195
6 C 2.700 -2.582 -0.379  -0.168
7 C 3.355 -1.987 0.765  -0.016
8 C 3.274 -0.466 0.615  -0.119
9 C 2.438 0.260 -0.219  -0.470
10 S 2.420 1.974 0.139  2.275
11 O 3.034 2.466 1.388  -0.874
12 O 2.702 2.816 -1.131  -0.921
13 N 0.816 2.214 0.327  -0.741
14 C -0.033 2.920 -0.611  -0.208
15 H 0.545 3.465 -1.405  0.269
16 C -1.331 3.542 0.044  -0.489
17 H -0.891 4.290 0.525  0.222
18 H -1.943 3.835 -0.820  0.278
19 C -1.935 2.740 0.784  -0.244
20 C -2.727 1.602 0.092  0.679
21 O -3.304 1.848 -1.152  -0.706
22 N -2.778 0.384 0.591  -0.627
23 H -2.161 0.182 1.332  0.386
24 C -3.172 -0.790 -0.181  -0.035
25 C -1.921 -1.390 -1.248  -0.428
26 H -1.063 -0.839 -1.333  0.237
27 H -2.256 -2.298 -1.881  0.233
28 C -1.416 -2.370 0.041  -0.441
29 H -0.901 -3.362 -0.210  0.208
30 H -0.847 -2.042 0.910  0.200
31 C -2.755 -2.956 0.599  -0.400
32 H -3.142 -3.932 -0.081  0.190
33 H -2.621 -3.378 1.694  0.219
34 C -3.788 -2.029 0.523  -0.459
35 H -4.016 -1.540 1.528  0.198
36 H -4.668 -2.034 0.156  0.231
37 H -3.766 -0.422 -1.272  0.284
38 C -1.096 2.176 2.219  -0.362
39 H -1.607 1.522 2.668  0.199
40 C 0.043 1.628 1.467  -0.200
41 H 0.969 1.222 2.321  0.200
42 H -0.229 0.621 1.113  0.172
43 H -0.877 2.992 2.551  0.193
44 H -2.916 3.050 1.329  0.252
45 H -0.508 2.042 -1.317  0.175
46 H 3.959 -0.006 1.506  0.244
47 C 4.414 -2.748 1.562  -0.659
48 H 4.732 -2.193 2.427  0.224
49 H 5.274 -2.830 0.897  0.244
50 H 3.708 -3.486 1.897  0.243
51 H 2.878 -3.515 -0.603  0.190
52 H 1.433 -2.233 -2.139  0.195
53 H 2.214 0.085 -3.826  0.120
54 H 2.341 1.505 -2.791  0.191

multiplicity	1
energy	-42146.032	eV
ΔE to the lowest compared entry with this formula, charge and spin	1798.8	kJ/mol
E_HOMO	-8.716	eV
SMILES	COc1ccc(C)cc1S(=O)(=O)N1CCC(C(=O)NC2CCCC2)CC1

***

No. 12
The following is a quantum chemistry calculation of C2H6Cl3N2 as an isolated structure, from the Open Molecules 2025 dataset.

Each line ends with the natural charge from an NBO analysis.
CARTESIAN COORDINATES (ANGSTROEM)
1 C -0.181 -0.213 -0.609  0.205
2 C -2.609 -0.129 0.073  -0.391
3 N 0.142 -1.372 -0.023  -0.754
4 N -0.001 1.012 0.087  -0.769
5 Cl -2.669 1.561 0.712  0.074
6 Cl -3.513 -0.290 -1.326  0.109
7 Cl -2.774 -1.367 1.190  0.128
8 H -0.234 -0.239 -1.676  0.243
9 H 0.457 -1.217 0.959  0.391
10 H 0.640 -2.143 -0.527  0.447
11 H 0.316 1.869 -0.510  0.473
12 H 0.410 0.846 1.014  0.442
13 H -1.000 1.389 0.394  0.403

multiplicity	1
energy	-42708.597	eV
ΔE to the lowest compared entry with this formula, charge and spin	229.5	kJ/mol
charge	+1
E_HOMO (alpha / beta)	-11.932 / -12.083	eV